19
Properties=species:S:1:pos:R:3 method="wB97M-V/def2-TZVPD" homo_ev=-9.5418 orbital_gap_ev=10.07 energy_ha=-439.46901 mol_weight_g_mol=121.14 lumo_ev=0.5
C 2.5380 -1.2358 1.1666
C 1.4021 -1.1107 2.1450
O 1.6366 -1.0364 3.3410
N 0.1039 -1.0096 1.7178
C -0.2896 -1.0513 0.3465
C -1.5771 -0.2209 0.0757
O -2.6117 -0.9243 0.7903
H 3.0072 -0.3258 0.8200
H 3.2705 -1.9017 1.6164
H 2.2320 -1.8530 0.3044
H -0.6082 -1.0417 2.4224
H 0.5122 -0.8292 -0.3654
H -0.6401 -2.0095 -0.0990
H -1.7276 -0.1541 -0.9821
H -1.4450 0.7652 0.5524
H -2.8645 -0.3372 1.5104
O -1.2383 4.9352 -5.3460
H -1.3033 4.7446 -4.4035
H -0.3971 4.5965 -5.6129

19
Properties=species:S:1:pos:R:3 method="wB97M-V/def2-TZVPD" homo_ev=-8.9422 orbital_gap_ev=9.55 energy_ha=-439.46635 mol_weight_g_mol=121.14 lumo_ev=0.6
C -0.6873 -0.3644 -2.0191
N -0.5009 -0.1840 -0.5612
C -1.6535 -0.5573 0.2956
C 0.0237 1.0834 -0.1925
C 0.8489 1.0088 1.1074
O 0.7963 0.3330 2.0926
O 1.6696 2.1132 1.0814
H -1.6663 -0.0024 -2.3086
H -0.7727 -1.4608 -2.1192
H 0.0895 0.1984 -2.5163
H -2.1721 -1.3554 -0.2423
H -1.2841 -0.8128 1.2841
H -2.3699 0.2675 0.2472
H -0.7437 1.8137 0.1453
H 0.6821 1.4869 -0.9658
H 2.3672 1.9614 1.7633
O 1.9820 -2.1952 0.9333
H 2.0835 -1.5240 1.6167
H 1.3077 -1.8100 0.3580

19
Properties=species:S:1:pos:R:3 method="wB97M-V/def2-TZVPD" homo_ev="-14.2058 / -14.1649" charge=+1 orbital_gap_ev="10.58 / 4.09" energy_ha=-439.06989 mol_weight_g_mol=121.14 spin_multiplicity=2 lumo_ev="-3.6 / -10.1"
C -1.1755 0.8725 0.2541
O -2.0481 2.0247 0.2710
C -0.0442 1.2331 -0.6135
C 1.0979 0.2113 -0.8684
C 0.5859 -1.1357 -0.6961
N 0.4148 -2.1157 -1.6432
O 0.1000 -1.4715 0.3536
H -2.0164 0.2187 -0.1218
H -0.7608 0.6871 1.2319
H -2.2016 2.3744 1.2201
H 0.4492 2.0964 -0.1248
H -0.4171 1.8727 -1.4725
H 1.9799 0.4553 -0.2369
H 1.5401 0.2751 -1.9557
H 0.5946 -1.9513 -2.6128
H -0.2072 -2.9132 -1.4823
H 1.2490 -0.9606 2.2087
H -0.0501 -0.8212 3.1703
O 0.9095 -0.9520 3.1185

21
Properties=species:S:1:pos:R:3 method="wB97M-V/def2-TZVPD" homo_ev=-8.5148 orbital_gap_ev=9.06 energy_ha=-912.77647 mol_weight_g_mol=169.20 lumo_ev=0.5
C -1.2069 1.0451 1.0705
S -2.4966 0.4330 0.1670
O -3.7546 1.1338 -0.0641
O -2.9028 -1.0046 0.6412
O -1.9307 0.0232 -1.2821
H -1.3480 0.5899 2.1086
H -1.4556 2.1759 1.0495
H -2.0620 -1.6903 0.7852
H -1.3560 -0.7531 -1.2892
C 2.3186 0.5525 0.4852
N 1.4407 -0.3407 -0.2420
C 1.5496 -0.3288 -1.6766
C 0.4969 -0.9358 0.5190
O -0.4799 -1.6668 0.1229
H 2.6522 0.2411 1.3738
H 3.1814 0.7683 -0.2065
H 1.8433 1.4645 0.7155
H 1.3598 0.6549 -2.0830
H 2.5695 -0.6368 -2.0042
H 0.8699 -1.1089 -1.7907
H 0.7113 -0.6162 1.5999

23
Properties=species:S:1:pos:R:3 method="wB97M-V/def2-TZVPD" homo_ev="1.0331 / 1.0275" charge=-2 orbital_gap_ev="4.35 / 4.36" energy_ha=-1383.07801 mol_weight_g_mol=221.39 lumo_ev="5.4 / 5.4"
C -2.4770 1.5358 -0.2307
C -1.9024 -1.9401 1.1373
C -1.2036 1.4138 0.4802
C -0.3481 0.5093 -0.3060
N 1.0271 0.1049 0.0084
O -2.7151 0.5465 -1.1245
O -2.3773 -1.0964 1.7928
O -3.3106 2.3936 0.0364
O -1.6475 -3.0452 0.8493
Si -1.3446 -0.4833 -1.4147
Si 2.0590 -0.9486 -1.0559
Si 1.8989 0.7238 1.3540
H -0.6954 2.3146 0.6912
H -1.3502 0.7887 1.4672
H -0.7646 -0.2217 -2.7507
H -2.1474 -1.7556 -1.5776
H 1.3425 -2.2563 -0.8992
H 3.8445 1.0484 -1.4266
H 2.4029 -1.0003 -2.5371
H 3.2719 -1.0282 -0.1779
H 2.6032 1.9746 1.4634
H 1.0381 0.6743 2.5983
H 2.7955 -0.2527 1.6223

21
Properties=species:S:1:pos:R:3 method="wB97M-V/def2-TZVPD" homo_ev=-9.9746 orbital_gap_ev=10.45 energy_ha=-589.88622 mol_weight_g_mol=153.13 lumo_ev=0.5
N 2.7232 1.8314 -0.5743
C 4.1622 1.6305 -0.4338
O 4.8615 1.8443 -1.4569
C 4.6439 2.0860 0.9780
O 4.1140 3.3769 1.2158
C 4.1692 1.2068 2.1384
O 2.7614 1.1549 2.2587
C 6.1794 2.1358 0.9673
O 6.6565 3.1786 0.1517
H 2.3962 2.7439 -0.2606
H 2.5661 0.3015 -0.3661
H 4.6558 4.0125 0.7329
H 4.5150 0.1770 1.9852
H 4.6254 1.5840 3.0668
H 2.4447 2.0219 2.5313
H 6.5437 2.3339 1.9851
H 6.5674 1.1539 0.6478
H 6.1883 3.0724 -0.6995
H 2.3961 1.7435 -1.5330
O 3.7160 -0.4032 -0.3992
H 4.0873 -0.6195 -1.2604